No. 1
C43H102N8O11 | wB97M-V/def2-TZVPD

Computed properties:
SMILES   CC1(C)CCCC(C)(C)N1O.CC1(C)CCCC(C)(C)N1O.COCCNCCOC.COCCNCCOC.COCCNCCOC.COCCNCCOC.NC(N)=O
Frontier orbital gap   8.38 eV
HOMO   -7.917 eV
E_LUMO   0.46 eV

Geometry as ORCA input:
```
! wB97M-V def2-TZVPD RIJCOSX def2/J DEFGRID3
* xyz 0 1
C 9.20 7.72 29.63
O 9.92 8.32 28.51
C 11.31 8.62 28.86
C 11.84 9.66 28.00
N 11.94 9.26 26.57
C 12.11 10.37 25.65
C 13.54 10.83 25.64
O 14.05 11.14 26.96
C 15.47 11.44 26.76
H 8.21 7.47 29.22
H 9.02 8.36 30.48
H 9.64 6.82 30.00
H 11.93 7.68 28.77
H 11.37 8.93 29.92
H 12.85 9.90 28.30
H 11.28 10.57 28.04
H 11.13 8.74 26.34
H 11.43 11.23 25.97
H 11.84 10.06 24.63
H 13.68 11.70 24.98
H 14.12 10.02 25.26
H 16.05 11.49 27.66
H 15.43 12.42 26.28
H 15.82 10.67 26.04
C 17.80 5.10 19.95
O 18.30 6.41 20.04
C 17.48 7.25 20.92
C 17.95 8.75 20.94
N 17.66 9.55 19.81
C 18.46 9.23 18.65
C 18.18 10.22 17.54
O 18.61 11.53 18.05
C 18.51 12.47 16.98
H 16.84 5.16 19.39
H 17.74 4.49 20.89
H 18.52 4.64 19.34
H 17.56 7.00 21.98
H 16.43 7.32 20.62
H 19.05 8.85 21.04
H 17.52 9.14 21.88
H 16.73 9.89 19.56
H 18.24 8.25 18.16
H 19.54 9.21 18.77
H 17.09 10.32 17.39
H 18.76 9.98 16.59
H 17.47 12.62 16.69
H 19.06 12.12 16.15
H 18.94 13.43 17.35
C 14.20 11.32 17.50
O 14.83 11.58 16.25
C 14.05 12.43 15.45
C 14.70 12.52 14.10
N 13.81 13.31 13.23
C 12.60 12.67 12.75
C 12.80 11.24 12.20
O 11.68 10.43 12.09
C 10.49 10.97 11.61
H 14.75 10.49 18.04
H 13.18 11.01 17.29
H 14.27 12.23 18.13
H 14.01 13.43 15.91
H 13.02 12.12 15.33
H 14.82 11.48 13.86
H 15.70 12.99 14.17
H 14.37 13.88 12.59
H 12.12 13.31 12.04
H 11.81 12.54 13.53
H 13.36 10.66 12.92
H 13.43 11.21 11.32
H 10.55 11.61 10.70
H 10.03 11.58 12.43
H 9.81 10.13 11.47
C 9.51 7.28 18.98
O 10.92 7.36 19.26
C 11.28 8.72 19.42
C 12.65 8.89 19.96
N 12.70 8.74 21.44
C 12.88 7.28 21.81
C 13.15 7.21 23.30
O 14.38 7.90 23.64
C 14.97 7.33 24.76
H 9.26 8.03 18.21
H 9.00 7.45 19.91
H 9.23 6.30 18.63
H 10.55 9.17 20.17
H 11.10 9.19 18.45
H 12.88 9.90 19.68
H 13.45 8.22 19.55
H 13.55 9.32 21.64
H 13.71 6.83 21.32
H 11.92 6.79 21.53
H 13.28 6.16 23.65
H 12.28 7.62 23.81
H 14.99 6.21 24.72
H 14.38 7.61 25.70
H 15.94 7.76 24.90
C 15.94 11.48 21.29
O 15.16 10.89 20.54
N 15.80 11.40 22.65
N 16.88 12.35 20.79
H 15.22 10.61 22.93
H 16.38 11.91 23.26
H 17.64 12.66 21.36
H 17.15 12.16 19.82
C 19.33 11.26 23.12
C 20.05 12.56 22.88
C 20.98 12.46 21.69
C 21.42 13.81 21.07
C 20.19 14.73 20.82
C 19.41 15.00 22.06
N 19.02 13.62 22.58
O 18.20 13.73 23.72
C 20.16 15.86 23.12
C 18.11 15.73 21.76
C 20.91 12.83 24.14
H 18.77 11.02 22.18
H 18.66 11.41 23.94
H 20.01 10.45 23.29
H 21.88 12.02 22.02
H 20.51 11.78 20.92
H 21.90 13.55 20.09
H 22.11 14.34 21.73
H 19.53 14.35 20.03
H 20.46 15.71 20.37
H 20.20 16.81 22.61
H 19.57 15.84 24.04
H 21.17 15.58 23.38
H 17.43 15.07 21.24
H 17.72 16.15 22.67
H 18.27 16.58 21.12
H 20.22 12.86 24.99
H 21.52 13.72 24.21
H 21.47 11.97 24.33
H 18.85 14.05 24.42
C 9.00 15.09 23.88
C 9.80 14.42 22.72
C 9.78 15.38 21.50
C 10.75 15.03 20.40
C 12.14 14.95 20.99
C 12.25 13.89 22.15
N 11.23 14.29 23.13
O 11.24 13.34 24.23
C 12.08 12.51 21.48
C 13.64 14.02 22.73
C 9.11 13.13 22.25
H 8.11 15.66 23.49
H 9.61 15.77 24.40
H 8.61 14.27 24.53
H 8.81 15.32 21.04
H 10.05 16.40 21.73
H 10.65 15.82 19.70
H 10.48 14.08 19.87
H 12.36 15.87 21.46
H 12.90 14.73 20.24
H 13.10 12.07 21.32
H 11.56 11.72 22.04
H 11.66 12.62 20.46
H 13.82 13.17 23.41
H 14.34 14.00 21.90
H 13.70 15.02 23.23
H 8.08 13.46 22.18
H 9.31 12.27 22.94
H 9.46 12.94 21.23
H 11.80 13.78 24.91
*
```

Mulliken population analysis, charges in e, atoms 1 to 99: number 1, C, carries -0.830; number 2, O, carries -0.309; number 3, C, carries -0.522; number 4, C, carries -0.530; number 5, N, carries -0.154; number 6, C, carries -0.800; number 7, C, carries 1.405; number 8, O, carries -0.553; number 9, C, carries -0.544; number 10, H, carries 0.252; number 11, H, carries 0.323; number 12, H, carries 0.335; number 13, H, carries 0.263; number 14, H, carries 0.407; number 15, H, carries 0.292; number 16, H, carries 0.263; number 17, H, carries 0.318; number 18, H, carries 0.197; number 19, H, carries 0.316; number 20, H, carries -0.319; number 21, H, carries -0.522; number 22, H, carries 0.408; number 23, H, carries 0.214; number 24, H, carries 0.128; number 25, C, carries -0.784; number 26, O, carries -0.385; number 27, C, carries -0.370; number 28, C, carries -1.012; number 29, N, carries 1.456; number 30, C, carries -0.910; number 31, C, carries -0.463; number 32, O, carries -0.093; number 33, C, carries -0.758; number 34, H, carries 0.318; number 35, H, carries 0.269; number 36, H, carries 0.299; number 37, H, carries 0.478; number 38, H, carries 0.030; number 39, H, carries 0.531; number 40, H, carries 0.009; number 41, H, carries -0.504; number 42, H, carries 0.248; number 43, H, carries 0.389; number 44, H, carries 0.102; number 45, H, carries 0.517; number 46, H, carries 0.162; number 47, H, carries 0.399; number 48, H, carries 0.201; number 49, C, carries -0.342; number 50, O, carries -0.293; number 51, C, carries -0.386; number 52, C, carries -0.778; number 53, N, carries -0.249; number 54, C, carries -0.774; number 55, C, carries -0.103; number 56, O, carries -0.401; number 57, C, carries -0.706; number 58, H, carries -0.148; number 59, H, carries 0.415; number 60, H, carries 0.259; number 61, H, carries 0.262; number 62, H, carries 0.296; number 63, H, carries 0.227; number 64, H, carries 0.380; number 65, H, carries 0.268; number 66, H, carries 0.478; number 67, H, carries 0.280; number 68, H, carries 0.161; number 69, H, carries 0.301; number 70, H, carries 0.277; number 71, H, carries 0.273; number 72, H, carries 0.276; number 73, C, carries -0.761; number 74, O, carries -0.394; number 75, C, carries -0.796; number 76, C, carries 0.571; number 77, N, carries 0.120; number 78, C, carries -0.639; number 79, C, carries -0.540; number 80, O, carries 0.151; number 81, C, carries -0.985; number 82, H, carries 0.282; number 83, H, carries 0.330; number 84, H, carries 0.265; number 85, H, carries 0.242; number 86, H, carries 0.458; number 87, H, carries -0.461; number 88, H, carries 0.376; number 89, H, carries -0.431; number 90, H, carries 0.313; number 91, H, carries 0.426; number 92, H, carries 0.493; number 93, H, carries 0.072; number 94, H, carries 0.303; number 95, H, carries 0.133; number 96, H, carries 0.322; number 97, C, carries -0.995; number 98, O, carries -0.009; number 99, N, carries 1.007



No. 2
Br2H4Si2 | wB97M-V/def2-TZVPD

Computed properties:
Energy relative to the best compared isomer or geometry (same formula, charge and spin)   280.32 kJ/mol
Frontier orbital gap   7.26 eV
HOMO   -8.450 eV
E_LUMO   -1.19 eV

Geometry as ORCA input:
```
! wB97M-V def2-TZVPD RIJCOSX def2/J DEFGRID3
* xyz 0 1
Si 0.89 -3.08 -0.73
Si -2.17 -2.71 0.62
Br 2.61 -2.12 0.30
Br -3.26 -0.95 -0.34
H 0.77 -2.18 -1.73
H 1.43 -4.37 -0.80
H -2.05 -2.95 2.09
H -2.98 -3.73 0.16
*
```

From a Mulliken analysis of the wavefunction, the atomic charges in e read: number 1, Si, carries 0.375; number 2, Si, carries 0.318; number 3, Br, carries -0.211; number 4, Br, carries -0.191; number 5, H, carries -0.073; number 6, H, carries -0.077; number 7, H, carries -0.052; number 8, H, carries -0.088



No. 3
C18H30O7 | wB97M-V/def2-TZVPD

Computed properties:
Energy relative to the best compared isomer or geometry (same formula, charge and spin)   83.97 kJ/mol
SMILES   C=CC(=O)OCCCCCC[C@@H]1OC(=O)O[C@H]1CC=O.CCOCC
Frontier orbital gap   9.92 eV
HOMO   -9.469 eV
E_LUMO   0.45 eV

Geometry as ORCA input:
```
! wB97M-V def2-TZVPD RIJCOSX def2/J DEFGRID3
* xyz 0 1
C 2.83 -1.97 -0.59
C 2.01 -0.93 -0.83
C 0.54 -1.15 -0.64
O -0.02 -1.06 0.42
O -0.09 -1.52 -1.78
C -0.86 -0.47 -2.38
C -2.24 -0.26 -1.75
C -2.81 1.13 -2.09
C -2.70 2.19 -0.97
C -1.52 2.05 0.01
C -0.98 3.43 0.46
C 0.04 4.08 -0.46
O -0.41 4.28 -1.81
C 0.13 3.32 -2.59
O -0.07 3.16 -3.75
O 0.94 2.53 -1.83
C 1.35 3.35 -0.70
C 2.47 4.26 -1.20
C 3.49 3.57 -2.09
O 4.48 4.15 -2.44
H 2.54 -2.69 0.17
H 3.72 -2.18 -1.16
H 2.34 0.08 -1.07
H -0.30 0.47 -2.35
H -1.00 -0.71 -3.43
H -2.25 -0.47 -0.68
H -2.89 -1.01 -2.20
H -3.87 1.00 -2.30
H -2.37 1.50 -3.03
H -2.65 3.19 -1.42
H -3.64 2.17 -0.41
H -1.90 1.58 0.92
H -0.70 1.47 -0.39
H -0.48 3.33 1.43
H -1.81 4.12 0.62
H 0.26 5.08 -0.08
H 1.67 2.72 0.13
H 2.07 5.09 -1.78
H 3.05 4.65 -0.36
H 3.32 2.54 -2.45
C 0.07 -2.61 3.65
C 0.06 -3.38 2.34
O 0.86 -4.56 2.37
C 0.48 -5.54 3.30
C -0.91 -6.11 3.07
H 1.10 -2.42 3.97
H -0.44 -1.66 3.52
H -0.44 -3.15 4.45
H 0.48 -2.76 1.56
H -0.97 -3.62 2.04
H 0.58 -5.16 4.33
H 1.22 -6.34 3.20
H -1.69 -5.37 3.27
H -1.08 -6.96 3.73
H -1.02 -6.43 2.04
*
```

From a Mulliken analysis of the wavefunction, the atomic charges in e read: number 1, C, carries -0.802; number 2, C, carries -0.189; number 3, C, carries 0.781; number 4, O, carries -0.545; number 5, O, carries -0.429; number 6, C, carries -0.206; number 7, C, carries -0.585; number 8, C, carries -0.797; number 9, C, carries -0.989; number 10, C, carries 0.423; number 11, C, carries -1.599; number 12, C, carries 0.280; number 13, O, carries -0.441; number 14, C, carries 0.673; number 15, O, carries -0.558; number 16, O, carries -0.417; number 17, C, carries -0.145; number 18, C, carries -0.822; number 19, C, carries -0.183; number 20, O, carries -0.485; number 21, H, carries 0.275; number 22, H, carries 0.276; number 23, H, carries 0.291; number 24, H, carries 0.040; number 25, H, carries 0.441; number 26, H, carries 0.198; number 27, H, carries 0.456; number 28, H, carries 0.361; number 29, H, carries 0.418; number 30, H, carries 0.353; number 31, H, carries 0.504; number 32, H, carries 0.587; number 33, H, carries -0.547; number 34, H, carries 0.437; number 35, H, carries 0.431; number 36, H, carries 0.601; number 37, H, carries 0.663; number 38, H, carries 0.313; number 39, H, carries 0.512; number 40, H, carries 0.404; number 41, C, carries -1.273; number 42, C, carries 0.798; number 43, O, carries -0.413; number 44, C, carries -0.319; number 45, C, carries -1.020; number 46, H, carries 0.352; number 47, H, carries 0.359; number 48, H, carries 0.354; number 49, H, carries -0.638; number 50, H, carries 0.272; number 51, H, carries 0.292; number 52, H, carries 0.328; number 53, H, carries 0.251; number 54, H, carries 0.396; number 55, H, carries 0.280